Below is 2 unconnected molecules or ions with the total composition C3H9NO3 in a non-equilibrium geometry, with properties calculated with ωB97M-V with the def2-TZVPD basis set.

Lowest unoccupied orbital energy, eV: 0.58
SMILES string: O=CCNCO.O
E_tot, eV: -10887.02340
Relative energy (zero: lowest compared OMol25 entry of this formula, charge and spin), kcal per mole: 82.1

```
! RIJCOSX wB97M-V def2-TZVPD def2/J DEFGRID3
* xyz 0 1
O -0.2316 2.6298 0.3629
C 0.4492 1.6118 0.2278
C -0.1653 0.2284 0.5034
N 0.9175 -0.7200 0.9436
C 1.4502 -1.7378 0.0412
O 1.3297 -1.4244 -1.4410
H 1.3236 1.4240 -0.4432
H -0.5798 -0.2578 -0.4095
H -1.0097 0.4309 1.2767
H 0.6429 -1.3943 1.6346
H 2.4932 -2.1851 0.2905
H 0.6992 -2.5839 0.1068
H 1.9086 -2.0458 -1.8058
H -3.6211 2.1870 -1.0162
H -2.3379 2.0339 -0.0526
O -3.2686 1.8033 -0.2193
*
```